(1)
The following is a quantum chemistry calculation of C25H19BrF5N3O2PtS as an isolated structure, from the OMol25 dataset.

Properties
energy above the lowest of the compared OMol25 structures with the same formula, charge and spin	77.01	kJ/mol
frontier orbital gap	6.71	eV

```
! wB97M-V def2-TZVPD RIJCOSX def2/J DEFGRID3
* xyz 0 1
Pt 0.46177 1.33266 -1.36345
Br -4.02044 -2.68998 4.25564
S -1.17870 2.89120 -1.61223
F -0.12846 4.69159 -3.77980
F 0.99849 7.10604 -3.52155
F -0.50709 4.39130 0.92118
F 0.65462 6.79439 1.15629
F 1.41310 8.16673 -1.06055
O 1.63185 1.19335 1.55484
O 1.86620 -0.15612 -1.32649
N -0.77828 -0.22230 -1.50650
N -0.56605 -5.16268 -1.21181
N -1.51822 -5.51749 -0.50878
C 2.80040 2.69887 0.03409
C -2.05889 -4.72992 0.56063
C 1.32557 -3.74820 -1.34735
C -0.11591 -1.42172 -1.39302
C -0.13047 5.02374 -0.19312
C -3.43718 -4.77032 0.73050
C -2.09123 -0.18379 -1.55259
C 2.60874 0.18619 1.77479
C -0.81480 -2.64131 -1.34385
C 2.01234 -2.53079 -1.36032
C 0.04644 5.17584 -2.55201
C 0.84380 6.97020 -1.18183
C -1.84638 -3.51834 2.62485
C -1.26202 -4.11499 1.52030
C 0.63278 6.42477 -2.43556
C 0.46044 6.26602 -0.05350
C -2.84782 -1.36460 -1.56495
C 2.15871 2.49097 1.39494
C -3.22661 -3.52204 2.75471
C -0.04715 -3.83445 -1.25753
C 1.31076 -1.33698 -1.34445
C 1.93034 -0.98933 2.43823
C -4.03042 -4.14424 1.81367
C -2.21993 -2.57387 -1.48816
C -0.34498 4.43765 -1.43746
H 1.37048 -0.65060 3.30995
H -4.04176 -5.29078 -0.00174
H -2.55561 0.78825 -1.63719
H 1.32828 3.17636 1.54770
H 3.09242 3.73958 -0.10881
H 2.91071 2.68368 2.17047
H -3.92159 -1.29813 -1.65993
H 3.66964 2.05656 -0.10281
H 2.13921 2.45199 -0.82573
H 1.87988 -4.67848 -1.36711
H 2.67101 -1.72444 2.75644
H 1.23585 -1.47172 1.74929
H 3.05425 -0.11709 0.82155
H -0.18503 -4.12431 1.41877
H 3.09295 -2.50304 -1.38349
H 3.40934 0.58337 2.41246
H -2.79818 -3.48470 -1.55351
H -5.10417 -4.15390 1.93505
H -1.23297 -3.05064 3.38084
*
```


(2)
The following is a quantum chemistry calculation of a 2-piece molecular cluster, H2O2 overall at a distorted geometry, from the OMol25 dataset.

Properties
energy above the lowest of the compared OMol25 structures with the same formula, charge and spin	280.13	kJ/mol
frontier orbital gap (spin up / spin down)	9.70 / 9.70	eV

```
! wB97M-V def2-TZVPD RIJCOSX def2/J DEFGRID3
* xyz 0 1
O -0.18001 0.58026 -0.46042
O -0.62429 -0.44370 0.18866
H 0.57460 -1.37954 0.07206
H 0.22970 1.24298 0.19970
*
```